(1)
Computed, not measured: 4 unconnected molecules or ions with the total composition C21H29ClF3NO16S in a non-equilibrium geometry, with ωB97M-V with the def2-TZVPD basis set.

The geometry in ORCA input format:
```
! RIJCOSX wB97M-V def2-TZVPD def2/J DEFGRID3
* xyz 0 1
C 3.47211 0.90029 -1.49316
C 3.05326 2.34071 -1.81939
C 1.56257 2.60378 -1.70023
C 1.02397 2.00097 -0.43781
O -0.30550 2.49794 -0.18372
C -1.04910 1.83517 0.68765
Cl -0.05664 0.77880 1.83349
O -1.81606 2.66520 1.52922
S -2.92107 1.73096 2.27662
O -2.52925 1.33222 3.57508
O -4.15663 2.41133 2.11707
O -2.83028 0.50339 1.25636
C -2.16688 0.95789 0.06070
C -3.19492 1.66841 -0.77790
C -4.54483 0.96025 -0.89171
C -4.49365 -0.50074 -1.29699
C -5.84260 -1.17290 -1.14944
O -6.12590 -1.43774 0.21180
C -5.60793 -2.65947 0.66622
O -1.56395 -0.18216 -0.56245
C -1.44843 -0.03324 -1.84430
N -1.18530 0.24476 -2.94844
H 2.80448 0.40443 -0.82581
H 3.60623 0.27488 -2.36618
H 4.43066 0.92583 -0.98814
H 3.60281 3.01257 -1.17102
H 3.37634 2.58062 -2.82332
H 0.98637 2.25918 -2.55177
H 1.40545 3.67712 -1.64284
H 1.66873 2.25672 0.39166
H 1.02079 0.92796 -0.53947
H -2.81010 1.91594 -1.76061
H -3.36985 2.61388 -0.28379
H -5.07644 1.05441 0.04480
H -5.10258 1.50086 -1.64638
H -3.82228 -1.03516 -0.63285
H -4.10328 -0.63270 -2.30077
H -6.63946 -0.56259 -1.55355
H -5.79547 -2.12240 -1.67695
H -6.22949 -3.49807 0.36150
H -4.59774 -2.84646 0.30495
H -5.55421 -2.61013 1.74309
C 5.84780 -3.44151 0.20818
C 5.95365 -2.61962 1.47782
O 4.99408 -1.60082 1.25106
C 4.04363 -2.10190 0.41912
O 2.98729 -1.60473 0.22076
O 4.47438 -3.24779 -0.15117
F 7.17544 -2.06192 1.63128
H 6.48996 -3.03942 -0.57555
H 6.06359 -4.49568 0.35133
H 5.69459 -3.15623 2.39169
C 0.24398 -2.65678 -3.32371
C -0.15823 -4.00751 -3.87444
O 0.44406 -4.00315 -5.15368
C 1.54328 -3.19349 -5.09027
O 2.40748 -3.16711 -5.89899
O 1.50435 -2.44414 -3.97008
F -1.50375 -4.13016 -4.00991
H -0.44958 -1.87844 -3.62524
H 0.35526 -2.64785 -2.24308
H 0.21417 -4.86219 -3.30711
C 0.60289 2.63174 5.62903
C 1.15605 3.91638 5.05050
O 2.51893 3.85131 5.42637
C 2.85986 2.53388 5.53514
O 3.96747 2.12482 5.58590
O 1.74419 1.76797 5.56500
F 0.58977 5.01780 5.59955
H 0.30047 2.75984 6.66871
H -0.22602 2.22276 5.05665
H 1.08702 3.99126 3.96389
*
```

Computed properties:
- SMILES: CCCCO[C@@]1(Cl)OS(=O)(=O)O[C@]1(CCCCOC)OC#N.O=C1OC[C@@H](F)O1.O=C1OC[C@@H](F)O1.O=C1OC[C@@H](F)O1
- E_tot: -88004.7724 eV

These are the Löwdin partial charges, in e, on atoms 1 to 5:
1 C -0.09
2 C -0.23
3 C -0.17
4 C -0.23
5 O 0.00



(2)
Computed, not measured: a molecular structure, C3H4FLiO2 in a non-equilibrium geometry, with ωB97M-V with the def2-TZVPD basis set.

The geometry in ORCA input format:
```
! RIJCOSX wB97M-V def2-TZVPD def2/J DEFGRID3
* xyz 1 2
O 0.53769 0.96813 0.57350
Li 2.68578 -0.28895 -0.62636
C 1.00270 -0.17809 0.24681
C 0.69166 1.63796 1.82473
H 0.92319 0.95260 2.64106
H -0.15681 2.31589 1.92398
F 0.55864 -1.08394 1.10504
C 2.25095 2.57293 1.72668
O 2.93907 2.35671 0.64152
H 2.02460 3.65668 1.83485
H 2.71151 2.13568 2.63455
*
```

Computed properties:
- Expectation value of S²: 0.756
- E_tot: -10182.0649 eV

These are the natural (NBO) partial charges, in e, on atoms 1 to 5:
1 O -0.49
2 Li 0.94
3 C 0.45
4 C -0.10
5 H 0.21



(3)
Computed, not measured: 5 unconnected molecules or ions with the total composition C28H30BClN7O4P in a non-equilibrium geometry, with ωB97M-V with the def2-TZVPD basis set.

The geometry in ORCA input format:
```
! RIJCOSX wB97M-V def2-TZVPD def2/J DEFGRID3
* xyz 0 1
C 4.79206 -1.32853 -0.67666
C 3.80515 -0.26479 -0.18407
C 2.34396 -0.56776 -0.57196
C 1.38166 -0.53336 0.62212
C 1.58794 0.74316 1.30469
N 1.71811 1.77440 1.79096
B 1.79101 -1.65801 1.70774
O 2.33927 -2.83779 1.26541
O 1.59552 -1.37838 3.01432
C -0.13353 -0.55867 0.21928
C -0.42443 0.65035 -0.54490
N -0.68429 1.56985 -1.17965
N -0.94827 -0.52758 1.43880
C -1.71047 -1.42671 1.75956
O -2.37881 -2.29696 2.12652
P -0.78351 -1.94206 -0.91379
O -0.04971 -3.26841 -0.32346
Cl 0.13124 -1.70229 -2.74269
H 5.05495 -2.00796 0.12834
H 5.72232 -0.88302 -1.01215
H 4.40059 -1.91191 -1.50321
H 3.91420 -0.15583 0.89313
H 4.06832 0.69874 -0.60367
H 2.01671 0.13655 -1.32967
H 2.30352 -1.56218 -0.99814
H 3.19080 -3.03932 1.67069
H 1.99931 -2.05078 3.57816
H -0.05845 -3.93120 -1.03012
N -3.75631 -1.70407 -2.75522
C -4.64626 -1.42388 -3.70413
C -6.00689 -1.65653 -3.56950
C -6.46843 -2.21320 -2.38697
C -5.55306 -2.51080 -1.39043
C -4.21448 -2.23434 -1.62590
H -4.24601 -0.99124 -4.61443
H -6.68559 -1.40631 -4.37307
H -7.52312 -2.41018 -2.24488
H -5.86597 -2.94522 -0.45094
H -3.45858 -2.44468 -0.87860
N 1.01185 2.09909 5.88624
C 0.56232 1.56189 4.75119
C -0.52390 0.69926 4.69775
C -1.17528 0.37628 5.87691
C -0.71698 0.92745 7.06270
C 0.37634 1.78052 7.01020
H 1.09454 1.84008 3.84918
H -0.84614 0.29417 3.74575
H -2.02646 -0.29326 5.87295
H -1.19367 0.70410 8.00748
H 0.76435 2.23527 7.91571
N 2.68801 -0.76477 -6.96560
C 2.50680 -1.28967 -8.17436
C 1.56069 -2.26446 -8.45549
C 0.75967 -2.72207 -7.42215
C 0.93669 -2.18600 -6.15695
C 1.90982 -1.21278 -5.98414
H 3.15450 -0.90748 -8.95575
H 1.45728 -2.65277 -9.45932
H 0.01021 -3.48260 -7.59952
H 0.33484 -2.51372 -5.32122
H 2.07675 -0.76563 -5.00961
N 0.55501 6.84720 2.90855
C -0.44462 6.83149 3.78647
C -1.21451 5.71002 4.05463
C -0.93272 4.53878 3.36970
C 0.10396 4.53630 2.45088
C 0.81349 5.71288 2.26115
H -0.63545 7.76785 4.30023
H -2.01307 5.75620 4.78279
H -1.50937 3.64035 3.55149
H 0.35964 3.64590 1.89651
H 1.63499 5.75100 1.55413
*
```

Computed properties:
- SMILES: CCC[C@](C#N)(B(O)O)[C@](C#N)(N=C=O)P(O)Cl.c1ccncc1.c1ccncc1.c1ccncc1.c1ccncc1
- E_tot: -70632.5204 eV

These are the Löwdin partial charges, in e, on atoms 1 to 5:
1 C -0.08
2 C -0.21
3 C -0.17
4 C -0.27
5 C -0.17



(4)
Computed, not measured: 2 unconnected molecules or ions with the total composition C3H7N2 in a non-equilibrium geometry, with ωB97M-V with the def2-TZVPD basis set.

The geometry in ORCA input format:
```
! RIJCOSX wB97M-V def2-TZVPD def2/J DEFGRID3
* xyz 1 1
C 1.86305 0.66426 1.50639
C 2.65319 -0.18508 0.92694
C -1.58364 -0.11580 -1.37204
N -0.80406 0.18642 0.80872
N -1.69834 -0.02230 0.00362
H 2.86053 0.09034 -0.10926
H 0.94013 1.20883 1.69560
H 3.19524 -1.07337 1.42693
H -1.45710 0.92205 -1.82823
H -0.80744 -0.79056 -1.60209
H -2.57374 -0.58378 -1.80775
H -2.58782 -0.30102 0.35117
*
```

Computed properties:
- Energy relative to the best compared isomer or geometry (same formula, charge and spin): 6.834 eV
- E_tot: -6190.6774 eV

These are the natural (NBO) partial charges, in e, on atoms 1 to 5:
1 C 0.36
2 C -0.52
3 C -0.47
4 N -0.24
5 N -0.20



(5)
Computed, not measured: a molecular structure, C6H8F5GaNO5V in a non-equilibrium geometry, with ωB97M-V with the def2-TZVPD basis set.

The geometry in ORCA input format:
```
! RIJCOSX wB97M-V def2-TZVPD def2/J DEFGRID3
* xyz 0 1
O 3.65061 0.70423 2.73692
C 3.69186 0.50182 1.56482
F 4.76608 -0.05985 1.00057
N 2.68082 0.85799 0.69666
Ga 1.11641 -0.35526 1.16159
C -0.35404 0.18181 -0.24128
C -1.36259 -0.92522 -0.27648
O -1.97979 -1.06765 0.99852
C -3.28752 -0.59857 1.07614
C -3.44620 0.89975 0.95608
F -4.70716 1.20593 1.29559
F -3.27274 1.37256 -0.28689
F -2.62080 1.55295 1.76466
C 2.93478 0.57323 -0.61679
O 2.98090 1.36974 -1.52466
F 3.03489 -0.70669 -0.96017
H 1.57513 -1.86181 0.96511
H 0.62083 -0.12788 2.65123
H 0.17726 0.18525 -1.20311
H -0.76357 1.14832 0.00915
H -0.81272 -1.84364 -0.46093
H -2.08111 -0.79653 -1.08601
H -3.64187 -0.85028 2.06590
H -3.96701 -1.08934 0.38369
O 0.58988 -0.65821 -3.20452
V 1.91075 -0.08557 -4.03610
O 2.56690 0.47292 -5.42969
*
```

Computed properties:
- E_tot: -109723.6162 eV

These are the natural (NBO) partial charges, in e, on atoms 1 to 5:
1 O -0.55
2 C 0.95
3 F -0.33
4 N -0.83
5 Ga 0.97